15
Properties=species:S:1:pos:R:3:forces:R:3:mulliken_charge:R:1 method="wB97M-V/def2-TZVPD" relative_energy_kcal_mol=30.10 total_energy_ha=-342.01975 homo_energy_ev=-13.933 charge=+1 orbital_gap_ev=9.68 smiles="C1=Cn2ccc[n+]2C1" e_lumo_ha=-0.156
C -1.30615 -0.70059 -1.53805 -0.89 2.59 0.31 -0.77
C -0.25247 -1.35911 -1.13679 2.81 -4.01 -0.11 -0.02
C -1.27938 0.53604 -0.93471 -1.76 1.46 -1.06 -0.09
C 1.19417 0.29954 1.59035 -1.55 -0.14 -2.39 -0.40
C 1.30106 -0.74818 0.78236 -1.14 2.63 1.15 -0.33
C 0.22727 1.28847 0.97293 -0.73 1.37 2.71 -0.44
N 0.41826 -0.62692 -0.27019 0.35 0.70 -0.12 0.04
N -0.18977 0.59158 -0.17302 -1.36 -1.29 -1.17 0.08
H -1.95746 -1.08123 -2.19650 -2.42 -0.85 -2.31 0.50
H 0.03528 -2.35119 -1.54393 0.17 0.83 0.97 0.42
H -2.02483 1.34108 -1.19029 1.28 -0.66 1.00 0.40
H 1.81573 0.39608 2.39249 1.25 0.74 2.11 0.45
H 1.96936 -1.47293 0.95636 1.97 -3.01 -0.10 0.53
H -0.65610 1.69052 1.58971 1.14 -1.20 -0.64 0.33
H 0.70502 2.19684 0.69926 0.87 0.82 -0.36 0.29